Molecular formula: C3H8CrO2
Method: DFT, wB97M-V/def2-TZVPD

Element x y z (Å)
H -1.430 -3.325 0.802
O -0.345 -1.932 0.620
C -0.527 -1.306 -0.636
C -0.480 0.205 -0.478
O 0.684 0.522 0.300
C 0.972 1.915 0.384
Cr 1.004 -0.929 1.596
H -1.504 -1.584 -1.057
H 0.243 -1.633 -1.353
H -1.366 0.582 0.056
H -0.406 0.698 -1.457
H 1.852 2.033 1.024
H 1.187 2.304 -0.620
H 0.117 2.450 0.819

Calculated values
Spin multiplicity ... 5
<S²> ... 6.013
Orbital gap (spin up / spin down) ... 7.6 / 8.2 eV
Net charge ... +2
Energy above the lowest of the compared OMol25 structures with the same formula, charge and spin ... 51.3 kcal/mol
E_tot ... -1313.18138 Ha



Molecular formula: C4H5NO
Method: DFT, wB97M-V/def2-TZVPD

Element x y z (Å)
O -1.589 1.328 -0.812
C -1.585 0.153 -0.539
C -0.434 -0.566 0.134
C 0.715 0.386 0.507
C 1.986 0.047 -0.136
N 2.989 -0.223 -0.646
H -2.460 -0.487 -0.774
H -0.105 -1.363 -0.544
H -0.834 -1.079 1.017
H 0.878 0.401 1.589
H 0.437 1.403 0.205

Calculated values
Spin multiplicity ... 1
Orbital gap ... 11.3 eV
Net charge ... 0
SMILES ... N#CCCC=O
Energy above the lowest of the compared OMol25 structures with the same formula, charge and spin ... 15.6 kcal/mol
E_tot ... -285.38976 Ha



Molecular formula: C5H7N4
Method: DFT, wB97M-V/def2-TZVPD

Element x y z (Å)
C 1.376 0.316 -0.719
C 2.133 0.489 1.273
C 0.925 -0.853 0.061
C 0.060 -1.849 0.056
C 0.911 -1.477 2.280
N 2.061 1.075 0.075
N 0.213 -2.385 1.764
N 1.456 -0.627 1.332
N -1.465 1.696 -3.292
H 1.372 0.492 -1.750
H 2.600 1.059 2.113
H -0.493 -2.349 -0.599
H 1.288 -1.473 3.236
H -1.247 1.463 -4.289
H -0.796 2.508 -3.129
H -2.372 1.464 -3.021

Calculated values
Spin multiplicity ... 1
Orbital gap ... 5.3 eV
Net charge ... +1
Energy above the lowest of the compared OMol25 structures with the same formula, charge and spin ... 78.4 kcal/mol
E_tot ... -413.34043 Ha



Molecular formula: C7H18ClIrLaO
Method: DFT, wB97M-V/def2-TZVPD

Element x y z (Å)
La -1.887 1.890 -0.150
Cl -0.179 1.404 1.368
C -3.364 0.855 0.689
C -1.557 3.860 -0.214
H -4.268 1.404 0.412
H -3.405 -0.148 0.274
H -3.275 0.817 1.768
H -2.530 4.287 -0.471
H -0.836 4.104 -0.989
H -1.228 4.249 0.743
Ir 0.446 0.173 -0.356
C 2.388 0.514 -0.941
C -0.904 0.944 -1.570
H 2.375 0.914 -1.971
H 2.892 1.242 -0.269
H 2.940 -0.446 -0.920
H -0.628 1.655 -2.334
H -1.554 0.133 -1.874
C 0.431 -2.461 -0.301
C 1.111 -2.119 1.025
C 2.366 -2.974 1.221
O 1.482 -0.767 1.082
H 1.102 -2.242 -1.151
H -0.508 -1.878 -0.413
H 0.162 -3.529 -0.321
H 0.403 -2.324 1.857
H 3.092 -2.776 0.409
H 2.836 -2.733 2.187
H 2.098 -4.046 1.212

Calculated values
Spin multiplicity ... 6
<S²> ... 8.769
Orbital gap (spin up / spin down) ... 4.4 / 5.9 eV
Net charge ... 0
Energy above the lowest of the compared OMol25 structures with the same formula, charge and spin ... 130.6 kcal/mol
E_tot ... -948.21410 Ha



Molecular formula: C9H8N5
Method: DFT, wB97M-V/def2-TZVPD

Element x y z (Å)
C -0.886 -1.088 1.343
C 0.986 0.585 1.185
C -1.642 -0.288 2.146
C 0.358 1.289 2.172
C 0.416 -0.664 0.838
C -0.909 0.874 2.697
C 1.115 -0.707 -4.573
C 0.433 0.250 -3.886
C 1.106 -1.140 -2.592
N 1.583 -1.639 -3.685
N 0.336 -0.053 -2.622
N 0.900 -1.449 -0.120
N 1.471 -1.936 -1.035
N -1.477 1.581 3.617
H -1.343 -2.048 1.081
H 1.833 0.771 0.502
H -2.621 -0.614 2.478
H 0.909 2.168 2.458
H 1.311 -0.913 -5.665
H -0.154 1.230 -4.235
H -2.504 1.343 3.965
H -1.219 2.449 3.931

Calculated values
Spin multiplicity ... 1
Orbital gap (spin up / spin down) ... 4.9 / 4.9 eV
Net charge ... +1
Energy above the lowest of the compared OMol25 structures with the same formula, charge and spin ... 49.2 kcal/mol
E_tot ... -621.06636 Ha



Molecular formula: C15H34BBrF3N2O2
Method: DFT, wB97M-V/def2-TZVPD

Element x y z (Å)
C -3.586 -6.423 6.472
O -2.334 -6.180 5.816
B -1.827 -4.860 6.075
O -0.923 -4.671 7.203
C -2.127 -3.554 5.185
Br -2.804 -4.164 3.405
C -3.283 -2.742 5.849
F -3.643 -1.577 5.138
F -4.488 -3.496 5.908
F -2.909 -2.418 7.160
H -3.881 -5.614 7.213
H -4.367 -6.518 5.648
H -3.586 -7.395 7.070
H -1.436 -4.611 8.025
C -1.691 -3.944 -0.858
C -0.956 -2.722 -1.395
N -1.484 -1.462 -0.892
C -0.987 -0.299 -1.618
C 0.509 0.003 -1.541
C -1.536 -1.320 0.560
C -0.229 -1.475 1.337
H -2.765 -3.872 -1.047
H -1.323 -4.845 -1.356
H -1.534 -4.078 0.214
H -1.061 -2.736 -2.486
H 0.117 -2.830 -1.183
H -1.545 0.588 -1.297
H -1.252 -0.426 -2.675
H 0.786 0.424 -0.573
H 0.772 0.750 -2.297
H 1.123 -0.879 -1.729
H -2.248 -2.055 0.949
H -1.984 -0.354 0.815
H 0.357 -2.336 1.008
H -0.450 -1.621 2.398
H 0.393 -0.581 1.263
C 1.663 4.620 -1.055
C 2.351 5.302 -2.231
N 3.310 4.448 -2.917
C 4.173 5.176 -3.842
C 3.518 5.844 -5.051
C 2.801 3.174 -3.409
C 1.621 3.206 -4.381
H 2.395 4.219 -0.350
H 1.044 5.344 -0.519
H 1.008 3.808 -1.378
H 2.880 6.174 -1.833
H 1.584 5.688 -2.917
H 4.966 4.507 -4.193
H 4.696 5.951 -3.270
H 3.232 5.114 -5.810
H 4.229 6.528 -5.522
H 2.637 6.428 -4.777
H 2.510 2.568 -2.545
H 3.619 2.609 -3.868
H 0.834 3.893 -4.063
H 1.174 2.210 -4.447
H 1.934 3.480 -5.389

Calculated values
Spin multiplicity ... 1
Orbital gap ... 5.6 eV
Net charge ... -1
E_tot ... -3750.43763 Ha



Molecular formula: CH5BS2
Method: DFT, wB97M-V/def2-TZVPD

Element x y z (Å)
B 0.071 -0.678 -0.444
C -0.994 0.411 -0.625
S 2.972 0.238 -0.139
S 0.164 -2.394 -0.374
H -1.002 0.761 -1.659
H -0.822 1.289 -0.008
H -1.997 0.037 -0.406
H 2.746 0.887 0.995
H 1.483 -2.541 -0.284

Calculated values
Spin multiplicity ... 1
Orbital gap ... 7.2 eV
Net charge ... 0
Energy above the lowest of the compared OMol25 structures with the same formula, charge and spin ... 76.7 kcal/mol
E_tot ... -862.25923 Ha



Molecular formula: C40H44N7O2
Method: DFT, wB97M-V/def2-TZVPD

Element x y z (Å)
C -4.307 1.958 -1.446
C -5.592 1.131 -1.222
C -6.802 1.627 -2.047
C -5.340 -0.371 -1.391
C -4.586 -0.743 -2.687
O -3.689 -1.613 -2.555
O -4.938 -0.164 -3.734
H -3.469 1.339 -1.767
H -4.465 2.705 -2.224
H -4.025 2.488 -0.533
H -5.878 1.276 -0.173
H -7.120 0.856 -2.750
H -7.655 1.839 -1.397
H -6.560 2.507 -2.642
H -4.743 -0.723 -0.545
H -6.277 -0.935 -1.378
N 1.032 0.665 -0.524
C 0.504 0.951 0.664
C -0.758 0.539 1.062
C -1.524 -0.203 0.174
C -0.995 -0.514 -1.068
C 0.282 -0.061 -1.357
H 1.129 1.536 1.330
H -1.126 0.798 2.046
H -2.518 -0.542 0.440
H -1.570 -1.094 -1.784
H 0.738 -0.290 -2.315
N 6.021 -1.951 -2.362
C 5.865 -2.297 -3.640
C 4.705 -2.067 -4.365
C 3.642 -1.444 -3.729
C 3.787 -1.076 -2.401
C 4.988 -1.351 -1.770
H 6.718 -2.785 -4.102
H 4.637 -2.365 -5.402
H 2.720 -1.246 -4.261
H 2.991 -0.587 -1.854
H 5.132 -1.074 -0.730
N -9.872 1.492 -0.328
C -10.463 1.797 0.824
C -11.737 1.370 1.170
C -12.434 0.582 0.267
C -11.830 0.256 -0.936
C -10.551 0.734 -1.183
H -9.883 2.415 1.501
H -12.168 1.647 2.122
H -13.430 0.228 0.498
H -12.336 -0.358 -1.670
H -10.036 0.499 -2.110
N 3.940 0.959 -6.557
C 4.742 1.358 -5.573
C 5.556 2.479 -5.651
C 5.535 3.226 -6.817
C 4.704 2.825 -7.851
C 3.929 1.689 -7.670
H 4.729 0.745 -4.680
H 6.186 2.756 -4.818
H 6.154 4.108 -6.919
H 4.654 3.379 -8.778
H 3.263 1.344 -8.453
N 4.108 -5.428 1.802
C 4.893 -5.152 2.842
C 5.928 -4.233 2.802
C 6.181 -3.576 1.606
C 5.377 -3.850 0.514
C 4.353 -4.777 0.668
H 4.669 -5.693 3.756
H 6.523 -4.039 3.686
H 6.980 -2.849 1.532
H 5.534 -3.355 -0.433
H 3.694 -5.011 -0.160
N 4.836 0.058 3.735
C 4.616 -1.251 3.857
C 4.295 -1.864 5.060
C 4.199 -1.078 6.196
C 4.425 0.285 6.085
C 4.738 0.800 4.835
H 4.692 -1.825 2.946
H 4.120 -2.931 5.098
H 3.949 -1.519 7.153
H 4.359 0.937 6.945
H 4.918 1.862 4.705
N 0.481 1.627 4.178
C 1.085 0.952 5.154
C 0.937 1.254 6.500
C 0.119 2.315 6.851
C -0.515 3.028 5.846
C -0.302 2.643 4.531
H 1.719 0.131 4.835
H 1.452 0.669 7.250
H -0.022 2.583 7.890
H -1.163 3.863 6.074
H -0.783 3.172 3.714

Calculated values
Spin multiplicity ... 1
Orbital gap ... 6.2 eV
Net charge ... -1
E_tot ... -2084.41261 Ha



Molecular formula: C5H30N2O8S
Method: DFT, wB97M-V/def2-TZVPD

Element x y z (Å)
N 0.288 0.109 -2.582
C 0.526 -0.326 -1.192
C 1.795 -1.153 -0.963
S 3.314 -0.101 -1.066
C -0.720 -1.148 -0.736
N -0.748 -1.172 0.756
C -1.833 -0.294 1.241
C -0.904 -2.544 1.286
H 1.065 0.588 -2.928
H 0.111 -0.738 -3.165
H 0.561 0.607 -0.548
H 1.917 -1.904 -1.769
H 1.789 -1.623 0.000
H 3.155 0.625 0.103
H -1.624 -0.663 -1.184
H -0.665 -2.156 -1.140
H -1.812 -0.213 2.372
H -1.716 0.717 0.831
H -2.803 -0.677 1.041
H 0.024 -3.114 1.066
H -0.937 -2.451 2.417
H -1.804 -3.112 0.944
H 0.228 5.106 -1.242
H 0.041 3.632 -1.731
O 0.682 4.266 -1.333
H 0.820 -0.182 1.562
H 1.036 1.438 1.385
O 1.391 0.599 1.861
H 0.682 1.095 3.376
H -0.181 0.576 4.564
O 0.146 1.346 4.126
H 0.449 3.281 0.124
H -0.353 2.991 1.374
O 0.026 2.541 0.626
H 0.422 -4.978 -1.250
H 0.605 -3.624 -0.613
O 0.771 -4.162 -1.415
H -0.528 2.771 3.461
H -1.871 3.274 3.038
O -0.979 3.457 2.918
H -0.950 1.725 -2.260
H -0.982 2.300 -0.840
O -1.257 2.460 -1.739
H 0.428 -3.115 -4.361
H 0.335 -3.298 -2.844
O 0.061 -2.757 -3.572

Calculated values
Spin multiplicity ... 1
Orbital gap ... 8.9 eV
Net charge ... 0
SMILES ... CN(C)C[C@H](N)CS.O.O.O.O.O.O.O.O
Energy above the lowest of the compared OMol25 structures with the same formula, charge and spin ... 22.6 kcal/mol
E_tot ... -1318.12503 Ha



Molecular formula: C37H49BN6O5
Method: DFT, wB97M-V/def2-TZVPD

Element x y z (Å)
C -4.379 8.861 2.875
C -3.088 9.185 2.120
C -3.513 10.264 1.112
C -2.024 9.808 3.021
C -2.483 7.926 1.418
C -2.573 7.859 0.021
C -1.959 6.834 -0.708
C -1.333 5.791 -0.082
C -1.351 5.646 1.367
C 0.012 4.978 1.808
C 0.154 4.838 3.313
C 1.218 5.809 1.356
C 0.183 3.598 1.122
C -1.928 6.828 2.105
N -2.515 6.357 3.305
C -3.124 5.136 3.242
B -2.654 4.549 1.890
H -5.388 0.746 3.716
N -3.758 4.924 4.433
C -4.631 3.833 4.863
C -4.236 2.926 5.892
C -2.926 3.000 6.742
C -2.613 1.648 7.404
C -3.081 4.010 7.880
C -1.706 3.337 5.900
C -5.136 1.935 6.283
C -6.325 1.715 5.609
C -6.689 2.582 4.590
C -5.962 3.757 4.367
C -6.723 4.891 3.617
C -6.312 4.849 2.150
C -6.465 6.271 4.211
C -8.239 4.670 3.692
C -3.463 6.030 5.261
C -2.696 6.893 4.571
H -4.200 8.425 3.860
H -4.945 9.788 3.052
H -5.019 8.195 2.279
H -2.683 10.570 0.465
H -4.354 9.917 0.499
H -3.860 11.150 1.661
H -1.256 10.274 2.389
H -2.475 10.578 3.661
H -1.528 9.062 3.646
H -3.100 8.637 -0.538
H -1.891 6.937 -1.796
H -0.669 5.143 -0.669
H 1.089 4.298 3.533
H -0.657 4.265 3.769
H 0.229 5.823 3.793
H 1.271 5.908 0.268
H 1.219 6.807 1.809
H 2.116 5.273 1.694
H 0.572 3.725 0.105
H 0.918 2.987 1.661
H -0.736 3.012 1.058
H -3.485 4.459 1.006
H -2.180 3.491 2.179
H -2.564 0.859 6.643
H -1.631 1.703 7.892
H -3.339 1.387 8.184
H -3.118 5.035 7.504
H -3.999 3.809 8.449
H -2.227 3.933 8.568
H -1.731 4.377 5.577
H -0.798 3.187 6.503
H -1.658 2.659 5.039
H -4.901 1.275 7.119
H -6.975 0.878 5.893
H -7.593 2.358 4.015
H -6.506 3.852 1.722
H -6.866 5.602 1.569
H -5.239 5.045 2.043
H -6.657 6.277 5.290
H -5.443 6.601 4.034
H -7.136 7.008 3.749
H -8.570 4.565 4.733
H -8.763 5.535 3.270
H -8.561 3.795 3.116
H -3.914 6.153 6.231
H -2.220 7.803 4.891
O -6.570 -3.037 -0.097
N -5.964 -2.999 0.989
O -5.736 -4.020 1.680
C -5.449 -1.757 1.544
C -4.508 -1.814 2.594
C -3.982 -0.635 3.106
N -3.035 -0.580 4.164
O -2.790 -1.610 4.825
O -2.475 0.530 4.417
C -4.688 0.704 2.908
C -5.474 0.731 1.637
N -6.132 1.785 1.124
O -7.019 1.175 0.196
N -6.878 -0.207 0.125
C -5.874 -0.477 1.024
H -4.188 -2.799 2.950
H -3.986 1.559 2.931

Calculated values
Spin multiplicity ... 1
Orbital gap ... 3.5 eV
Net charge ... 0
Energy above the lowest of the compared OMol25 structures with the same formula, charge and spin ... 8.5 kcal/mol
E_tot ... -2168.46110 Ha